Record 1
C5H11NO | ωB97M-V with the def2-TZVPD basis set

Values from the calculation:
- multiplicity = 2
- <S²> = 0.75
- total charge = -1
- HOMO level (alpha / beta) (eV) = 1.57 / -4.33
- Kohn-Sham gap (alpha / beta) (Eh) = 0.08062 / 0.29447
- E_tot (hartree) = -326.9914

The geometry in XYZ format:
```
18
Properties=species:S:1:pos:R:3:nbo_charge:R:1
C -0.89312 0.28766 -0.06631 -0.218
C 0.32766 1.17322 0.26091 -0.473
C 1.25509 0.61854 1.28932 -0.451
C 1.73637 1.36370 2.29352 -0.618
N -0.54987 -1.06734 -0.51186 -0.681
C -0.69147 -1.36943 -1.91351 0.091
O -1.62571 -2.40095 -2.11216 -0.769
H -1.56036 0.26628 0.79487 0.165
H -1.43019 0.78006 -0.89121 0.121
H -0.03770 2.15110 0.56740 0.183
H 0.83566 1.23022 -0.70710 0.136
H 1.39899 -0.43662 1.49773 0.134
H 2.28456 0.92945 3.12365 0.155
H 1.44528 2.38619 2.49521 0.147
H 0.33906 -1.30653 -0.11002 0.335
H 0.27948 -1.68659 -2.30681 0.136
H -0.98849 -0.45166 -2.41811 0.133
H -2.12525 -2.46730 -1.28554 0.474
```



Record 2
C4H6NOP | ωB97M-V with the def2-TZVPD basis set

Values from the calculation:
- HOMO level (alpha / beta) (eV) = -7.67 / -8.20
- Kohn-Sham gap (alpha / beta) (Eh) = 0.26817 / 0.28780
- E_tot (hartree) = -627.2148

The geometry in XYZ format:
```
13
Properties=species:S:1:pos:R:3:nbo_charge:R:1
C -1.45756 -0.83814 -0.05979 -0.343
C -1.74170 0.63279 -0.28630 -0.341
C -0.30958 -1.53607 -0.05344 0.178
C -0.84602 1.57261 -0.44442 -0.212
N 2.60938 0.65780 0.59837 -1.194
O 0.96402 -1.11706 -0.17717 -0.809
P 1.77852 0.28011 -0.79721 1.138
H -2.36435 -1.37939 -0.01400 0.211
H -2.77817 0.73641 -0.39752 0.206
H -0.19773 -2.66133 0.11527 0.189
H -1.11915 2.55600 -0.75526 0.171
H 1.95214 0.63812 1.34968 0.397
H 3.51022 0.45815 0.92180 0.407
```



Record 3
C5H8N | ωB97M-V with the def2-TZVPD basis set

Values from the calculation:
- total charge = +1
- HOMO level (eV) = -14.75
- Kohn-Sham gap (Eh) = 0.34007
- E_tot (hartree) = -249.6342

The geometry in XYZ format:
```
14
Properties=species:S:1:pos:R:3:nbo_charge:R:1
C -0.02204 0.99516 0.26075 -0.106
C -0.09245 0.69515 -2.19850 0.076
C -0.01072 -0.33215 0.84526 0.466
C 1.13732 0.50061 1.19666 -0.441
C -0.78411 -1.60476 0.82018 -0.673
N 0.03865 0.41696 -1.01313 -0.358
H -0.60440 1.81640 0.48855 0.246
H 0.04566 1.68411 -2.55515 0.193
H -0.02900 -0.09935 -2.93757 0.208
H 1.04626 1.16700 2.02285 0.299
H 2.12856 0.23732 0.89944 0.273
H -0.37552 -2.37050 0.22420 0.284
H -1.53447 -1.27297 0.13635 0.253
H -0.94372 -1.83299 1.81011 0.279
```



Record 4
C15H15F3N2OS | ωB97M-V with the def2-TZVPD basis set

Values from the calculation:
- HOMO level (eV) = -8.46
- Kohn-Sham gap (Eh) = 0.33166
- E_tot (hartree) = -1463.1203
- SMILES = C[C@@H](C(=O)Nc1ccc(F)c(F)c1F)N(C)Cc1cccs1

The geometry in XYZ format:
```
37
Properties=species:S:1:pos:R:3:nbo_charge:R:1
C 2.05944 0.96177 2.87161 -0.612
H 1.98165 2.04431 2.80644 0.216
H 2.08147 0.66959 3.91759 0.223
H 2.98265 0.65374 2.38921 0.225
C 0.85637 0.31482 2.18113 -0.126
N 0.72915 -1.08887 2.54860 -0.429
C 1.85580 -1.93680 2.21415 -0.421
H 2.72453 -1.60378 2.77895 0.203
H 1.62248 -2.95517 2.51946 0.197
H 2.11199 -1.93253 1.15036 0.198
C -0.57680 -1.65496 2.26506 -0.247
C -1.02672 -1.63176 0.83221 -0.219
C -0.45412 -2.18553 -0.27097 -0.257
C -1.16609 -1.91871 -1.46323 -0.249
C -2.28047 -1.17638 -1.25350 -0.416
S -2.48333 -0.78130 0.40663 0.417
H -3.00420 -0.83561 -1.96662 0.239
H -0.85853 -2.27025 -2.43150 0.228
H 0.44863 -2.76784 -0.24537 0.229
H -0.56207 -2.68873 2.62500 0.218
H -1.31217 -1.10633 2.86472 0.202
C 0.99662 0.51530 0.66659 0.697
O 1.92437 0.07167 0.02822 -0.622
N -0.02547 1.23951 0.10811 -0.613
C -0.27376 1.47068 -1.23806 0.079
C 0.53424 1.01028 -2.27504 -0.218
C 0.19625 1.25517 -3.59173 -0.265
C -0.94994 1.96475 -3.89923 0.321
C -1.77261 2.44493 -2.88541 0.257
C -1.42461 2.19480 -1.56848 0.350
F -2.21371 2.65093 -0.57275 -0.318
F -2.88526 3.13378 -3.16889 -0.291
F -1.27504 2.19390 -5.18124 -0.305
H 0.81838 0.89732 -4.39570 0.236
H 1.42463 0.45577 -2.03260 0.267
H -0.74501 1.58835 0.72892 0.417
H -0.05873 0.80316 2.53736 0.193
```